# 1
Density functional theory data (ωB97M-V/def2-TZVPD) for 2 unconnected molecules or ions with the total composition C2H7NO2 at a distorted geometry.

Values from the calculation:
- E (eV) = -7771.0959
- SMILES string = C=O.NCO
- Kohn-Sham gap (eV) = 10.517
- ΔE to the lowest compared entry with this formula, charge and spin (kJ/mol) = 234.4
- HOMO (eV) = -10.10
- maximum force (eV Å⁻¹) = 1.8

Each line ends with the Löwdin charge.
Cartesian coordinates (Å):
1 C -2.03 -1.19 0.36  -0.1515
2 O -2.22 -0.29 1.13  0.0080
3 H -1.05 -1.69 0.24  0.0831
4 H -2.68 -1.45 -0.48  0.0895
5 N 1.68 0.42 0.65  0.0193
6 C 1.22 0.76 -0.66  -0.3381
7 O -0.19 0.82 -1.00  -0.0872
8 H 1.56 -0.59 0.76  0.0686
9 H 1.13 0.80 1.43  0.0785
10 H 1.73 0.08 -1.34  0.1113
11 H 1.53 1.78 -0.89  0.1053
12 H -0.68 0.56 -0.21  0.0131

# 2
Density functional theory data (ωB97M-V/def2-TZVPD) for 2 unconnected molecules or ions with the total composition C2H7NO2.

Values from the calculation:
- E (eV) = -7773.2172
- SMILES string = CC(=O)O.N
- Kohn-Sham gap (eV) = 10.277
- ΔE to the lowest compared entry with this formula, charge and spin (kJ/mol) = 29.8
- HOMO (eV) = -9.60
- maximum force (eV Å⁻¹) = 0.2

Each line ends with the Löwdin charge.
Cartesian coordinates (Å):
1 C -1.41 1.30 0.31  0.0167
2 C 0.02 0.91 0.10  -0.5692
3 O 0.38 -0.04 -0.54  0.0804
4 O 0.90 1.73 0.70  0.1002
5 H -1.51 2.38 0.32  0.0860
6 H -1.74 0.91 1.28  0.0965
7 H -2.00 0.86 -0.48  0.0896
8 H 1.77 1.34 0.57  0.1257
9 N 0.01 -3.22 -0.51  0.0099
10 H 0.03 -2.21 -0.61  -0.0355
11 H 0.86 -3.49 -0.03  -0.0003
12 H 0.03 -3.59 -1.45  -0.0001

# 3
Density functional theory data (ωB97M-V/def2-TZVPD) for 2 unconnected molecules or ions with the total composition C2H7NO2 at a distorted geometry.

Values from the calculation:
- E (eV) = -7771.0761
- SMILES string = C=N.OCO
- Kohn-Sham gap (eV) = 11.167
- ΔE to the lowest compared entry with this formula, charge and spin (kJ/mol) = 236.4
- HOMO (eV) = -10.32
- maximum force (eV Å⁻¹) = 1.9

Each line ends with the Löwdin charge.
Cartesian coordinates (Å):
1 C 2.73 -0.26 -0.15  -0.1390
2 N 1.81 -0.95 -0.72  0.0041
3 H 2.61 0.15 0.87  0.0617
4 H 3.69 -0.06 -0.66  0.0586
5 H 0.93 -0.98 -0.12  0.0196
6 O -1.44 1.34 -0.45  -0.0389
7 C -1.45 0.26 0.44  -0.3487
8 O -2.41 -0.67 0.00  -0.0358
9 H -1.06 0.99 -1.27  0.0990
10 H -1.72 0.62 1.44  0.1239
11 H -0.42 -0.20 0.48  0.0962
12 H -3.27 -0.25 0.15  0.0993

# 4
Density functional theory data (ωB97M-V/def2-TZVPD) for 2 unconnected molecules or ions with the total composition C2H7NO2 at a distorted geometry.

Values from the calculation:
- <S²> = 0.780
- E (eV) = -7762.4673
- total charge = +1
- Kohn-Sham gap (spin up / spin down) (eV) = 8.445 / 3.379
- multiplicity = 2
- ΔE to the lowest compared entry with this formula, charge and spin (kJ/mol) = 139.0
- HOMO (spin up / spin down) (eV) = -13.35 / -13.35
- maximum force (eV Å⁻¹) = 2.1

Each line ends with the Mulliken spin population.
Cartesian coordinates (Å):
1 C 0.55 2.22 -2.39  -0.1204
2 N 0.50 1.37 -1.28  0.6113
3 C 0.89 -0.01 -1.39  0.0142
4 O 0.54 3.42 -2.29  0.4119
5 H 0.70 1.71 -3.34  0.0278
6 H 0.90 1.79 -0.42  -0.0234
7 H 0.53 -0.46 -2.32  0.0008
8 H 0.37 -0.55 -0.59  0.0392
9 H 1.96 -0.20 -1.23  0.0386
10 H -2.20 -3.64 4.51  0.0000
11 H -2.77 -2.60 5.51  0.0000
12 O -1.97 -3.06 5.24  0.0000

# 5
Density functional theory data (ωB97M-V/def2-TZVPD) for 2 unconnected molecules or ions with the total composition C2H7NO2Si at a distorted geometry.

Values from the calculation:
- E (eV) = -15644.1639
- Kohn-Sham gap (spin up / spin down) (eV) = 7.058 / 9.195
- ΔE to the lowest compared entry with this formula, charge and spin (kJ/mol) = 744.7
- HOMO (spin up / spin down) (eV) = -8.66 / -9.91
- maximum force (eV Å⁻¹) = 2.5

Each line ends with the Löwdin charge.
Cartesian coordinates (Å):
1 C -0.85 -1.52 0.11  -0.1838
2 C -0.50 -0.25 -0.54  -0.2470
3 N 1.88 0.15 0.18  -0.2906
4 O 2.39 -0.95 0.16  0.0354
5 O 2.39 1.22 0.08  0.0210
6 Si -0.63 1.54 0.07  0.6142
7 H 0.05 -2.16 0.20  0.0740
8 H -1.50 -2.14 -0.55  0.0928
9 H -1.21 -1.66 1.12  0.0697
10 H -0.04 -0.33 -1.57  0.0773
11 H 0.26 2.22 -0.73  -0.1015
12 H -1.97 2.02 -0.01  -0.1025
13 H -0.29 1.87 1.49  -0.0590

# 6
Density functional theory data (ωB97M-V/def2-TZVPD) for 2 unconnected molecules or ions with the total composition C2H7NO2Si at a distorted geometry.

Values from the calculation:
- E (eV) = -15643.1449
- Kohn-Sham gap (spin up / spin down) (eV) = 8.546 / 8.548
- ΔE to the lowest compared entry with this formula, charge and spin (kJ/mol) = 843.0
- HOMO (spin up / spin down) (eV) = -10.06 / -10.07
- maximum force (eV Å⁻¹) = 5.2

Each line ends with the Löwdin charge.
Cartesian coordinates (Å):
1 C -0.29 -1.56 0.36  -0.1141
2 C 0.16 -0.22 -0.12  -0.3996
3 N 1.53 0.13 -0.04  -0.4708
4 O 2.40 -0.71 0.03  0.0925
5 O 1.70 1.31 -0.26  -0.0354
6 Si -0.81 1.50 0.08  0.6502
7 H -1.32 -1.59 0.36  0.0367
8 H 0.01 -1.55 1.39  0.0842
9 H 0.00 -2.53 -0.10  0.1016
10 H -0.17 -0.17 -2.00  0.2366
11 H -0.22 2.55 -0.80  -0.0511
12 H -2.25 1.26 -0.43  -0.0653
13 H -0.76 1.56 1.55  -0.0655